2 unconnected molecules or ions with the total composition C10H24 in a non-equilibrium geometry. Source: the Open Molecules 2025 dataset; level of theory: ωB97M-V with the def2-TZVPD basis set.

The geometry in XYZ format:
```
34
Properties=species:S:1:pos:R:3:mulliken_charge:R:1
C 0.000 0.000 0.000 -1.32
C -0.005 3.355 2.135 -1.47
C 2.007 2.113 1.055 -1.38
C -0.336 1.053 1.108 -0.16
C 0.448 2.342 1.057 0.80
H 1.092 -0.145 0.046 0.34
H -0.274 0.285 -1.030 0.31
H -0.493 -0.956 0.243 0.36
H -1.049 3.668 1.968 0.34
H 0.651 4.232 2.003 0.42
H 0.093 2.995 3.173 0.31
H 2.299 1.899 0.013 0.35
H 2.253 1.235 1.676 0.29
H 2.594 2.974 1.415 0.37
H -1.422 1.268 1.119 -0.03
H -0.086 0.539 2.056 0.32
H 0.298 2.836 0.075 0.16
C -5.443 -1.049 0.790 -1.11
C -4.963 -0.144 4.531 -1.60
C -3.690 0.587 2.484 -1.43
C -5.603 -1.206 2.323 -0.49
C -5.040 0.046 2.996 0.74
H -4.433 -1.340 0.454 0.21
H -5.602 0.015 0.546 0.28
H -6.184 -1.652 0.238 0.36
H -4.622 0.824 4.933 0.39
H -4.243 -0.924 4.832 0.35
H -5.945 -0.383 4.973 0.40
H -3.742 0.912 1.431 0.37
H -2.966 -0.242 2.561 0.33
H -3.327 1.430 3.096 0.41
H -6.677 -1.294 2.577 0.36
H -5.098 -2.127 2.672 0.28
H -5.780 0.869 2.918 0.15
```

Its orbital gap is 11.883 eV. The HOMO energy is -10.89 eV. The value obtained for the energy above the lowest of the compared OMol25 structures with the same formula, charge and spin is 0.677 eV. For the molar mass, the calculation gives 144.30 g mol⁻¹. The value obtained for the LUMO energy is 1.00 eV.

A molecular structure, C25H31MnN6OSSi in a non-equilibrium geometry. Source: the Open Molecules 2025 dataset; level of theory: ωB97M-V with the def2-TZVPD basis set.

The geometry in XYZ format:
```
66
Properties=species:S:1:pos:R:3:mulliken_spin:R:1
Mn -0.940 -0.465 -0.591 3.26
C -3.732 -0.664 -1.639 0.01
N -2.866 -1.578 -0.823 0.02
C -2.566 -2.884 -1.455 0.01
C -1.167 -3.299 -0.910 0.01
N -0.370 -2.351 -0.451 -0.06
C 0.879 -2.991 -0.197 0.00
C 2.078 -2.537 0.291 0.00
C 3.116 -3.448 0.355 0.00
C 2.942 -4.795 0.026 0.00
C 1.787 -5.260 -0.542 0.00
C 0.750 -4.344 -0.579 0.00
N -0.553 -4.475 -1.019 0.01
C -3.318 0.732 -1.400 0.02
N -2.160 1.013 -0.838 -0.07
C -2.065 2.416 -0.760 0.01
C -1.106 3.214 -0.192 0.01
C -1.339 4.573 -0.172 0.00
C -2.476 5.100 -0.794 0.00
C -3.419 4.286 -1.490 0.00
C -3.243 2.910 -1.325 0.00
N -4.026 1.808 -1.680 0.01
H -4.752 -0.635 -1.243 0.00
H -3.820 -0.970 -2.703 0.00
H -3.296 -1.762 0.049 0.00
H -2.692 -2.767 -2.556 0.00
H -3.286 -3.769 -1.207 0.00
H 2.300 -1.486 0.521 0.00
H 4.093 -3.133 0.700 0.00
H 3.890 -5.376 0.117 0.00
H 1.644 -6.307 -0.892 0.00
H -1.010 -5.278 -1.384 0.00
H -0.217 2.866 0.307 0.00
H -0.654 5.260 0.322 0.00
H -2.569 6.165 -0.892 0.00
H -4.303 4.703 -1.929 0.00
H -4.845 1.852 -2.240 0.00
C 3.082 3.237 1.095 0.00
Si 3.113 1.685 2.072 0.01
C 3.877 1.942 3.698 0.00
C 4.108 0.310 1.251 0.00
C 1.385 0.876 2.242 0.03
C 0.744 0.597 3.522 0.02
C -0.467 -0.022 3.569 -0.01
C -1.136 -0.340 2.409 0.01
N -0.561 -0.112 1.236 -0.08
C 0.666 0.501 1.126 -0.02
S 0.987 0.553 -0.640 -0.17
H 3.997 3.321 0.470 0.00
H 3.122 4.070 1.767 0.00
H 2.173 3.292 0.437 0.00
H 4.863 2.469 3.696 0.00
H 4.073 0.972 4.235 0.00
H 3.344 2.509 4.434 0.00
H 5.085 0.763 1.117 0.00
H 3.957 0.036 0.179 0.00
H 4.075 -0.535 1.864 0.00
H 1.189 0.925 4.505 0.00
H -0.912 -0.252 4.574 0.00
H -2.060 -0.825 2.443 0.00
C -1.027 -0.047 -3.896 0.00
O -0.772 -0.926 -2.760 -0.01
H -0.317 -0.281 -4.673 0.00
H -1.034 0.952 -3.499 0.00
H -2.062 -0.363 -4.197 0.00
H -0.181 -1.632 -3.059 0.00
```

Its orbital gap (alpha / beta) is 5.632 / 6.551 eV. As for the total charge: +3. The HOMO energy (alpha / beta) is -17.14 / -17.15 eV. The value obtained for the energy above the lowest of the compared OMol25 structures with the same formula, charge and spin is 0.117 eV. For the molar mass, the calculation gives 546.65 g mol⁻¹. Its spin multiplicity is 4. The value obtained for the LUMO energy (alpha / beta) is -11.51 / -10.60 eV.

A molecular structure, C33H39F4N6O4PtS. Source: the Open Molecules 2025 dataset; level of theory: ωB97M-V with the def2-TZVPD basis set.

The geometry in XYZ format:
```
88
Properties=species:S:1:pos:R:3:mulliken_spin:R:1
Pt -0.862 1.309 1.184 1.66
C -1.092 4.292 0.250 0.03
N -1.930 3.183 0.750 0.13
C -2.999 2.881 -0.228 -0.01
C -2.487 3.585 2.063 0.01
C -3.350 2.529 2.723 -0.08
N -2.658 1.255 2.779 0.63
C -3.159 0.234 3.471 0.06
C -2.485 -1.027 3.443 0.12
F -1.388 -1.169 2.717 0.02
C -2.940 -2.115 4.145 -0.08
F -2.260 -3.256 4.069 -0.01
C -4.088 -2.047 4.916 0.24
C -4.781 -0.847 4.959 -0.08
F -5.892 -0.755 5.683 -0.01
C -4.350 0.256 4.266 0.17
F -5.083 1.364 4.347 0.02
H -1.702 5.197 0.176 0.00
H -0.701 4.040 -0.731 0.00
H -0.265 4.465 0.937 0.00
H -3.680 3.733 -0.303 0.01
H -3.538 1.982 0.067 0.00
H -2.533 2.703 -1.195 0.01
H -3.081 4.496 1.929 0.01
H -1.642 3.836 2.705 0.01
H -4.292 2.395 2.182 0.03
H -3.611 2.898 3.715 0.02
H -4.438 -2.908 5.466 0.01
N 4.184 0.164 6.564 0.00
C 3.424 0.367 5.727 0.00
C 2.471 0.617 4.679 -0.01
C 2.344 -0.287 3.627 0.02
C 1.428 -0.044 2.615 -0.12
C 0.629 1.095 2.655 0.59
C 0.744 1.983 3.717 -0.10
C 1.672 1.755 4.723 0.03
H 2.957 -1.179 3.610 0.00
H 1.322 -0.760 1.809 0.02
H 0.128 2.873 3.776 0.02
H 1.774 2.451 5.545 0.00
C 2.801 2.133 -4.127 0.00
C 1.386 2.033 -4.687 0.00
C 0.744 0.649 -4.571 -0.01
C 0.209 0.285 -3.189 0.01
N 1.260 -0.122 -2.259 0.02
C 1.638 0.503 -1.152 0.02
S 0.940 1.996 -0.624 0.23
N 2.632 -0.011 -0.425 0.02
C 3.497 -1.126 -0.808 0.00
C 4.593 -0.710 -1.786 0.00
C 5.490 -1.874 -2.201 0.00
C 4.812 -2.852 -3.152 0.00
H 3.226 3.119 -4.317 0.00
H 3.457 1.398 -4.598 0.00
H 2.835 1.975 -3.049 0.00
H 1.410 2.306 -5.744 0.00
H 0.740 2.770 -4.199 0.00
H 1.459 -0.118 -4.890 0.00
H -0.096 0.576 -5.265 0.00
H -0.491 -0.550 -3.270 0.00
H -0.317 1.121 -2.734 -0.01
H 1.753 -0.968 -2.517 0.00
H 2.924 0.578 0.339 0.00
H 2.882 -1.941 -1.200 0.00
H 3.941 -1.510 0.111 0.00
H 5.185 0.079 -1.316 0.00
H 4.138 -0.261 -2.675 0.00
H 5.836 -2.402 -1.306 0.00
H 6.387 -1.469 -2.673 0.00
H 3.957 -3.353 -2.697 0.00
H 5.503 -3.630 -3.476 0.00
H 4.454 -2.338 -4.048 0.00
O -3.268 -0.393 0.406 0.02
C -2.265 -0.878 -0.090 -0.01
O -1.067 -0.350 -0.007 0.27
C -2.293 -2.128 -0.912 0.00
C -3.457 -2.882 -1.012 0.00
C -3.482 -4.025 -1.801 0.00
C -2.356 -4.409 -2.516 0.00
C -1.219 -3.629 -2.404 0.00
C -1.157 -2.513 -1.601 0.02
N -0.017 -3.976 -3.187 0.00
O -0.026 -5.004 -3.818 0.00
O 0.958 -3.245 -3.068 0.00
H -4.337 -2.559 -0.472 0.00
H -4.386 -4.614 -1.874 0.00
H -2.354 -5.280 -3.154 0.00
H -0.247 -1.943 -1.519 -0.01
```

Its orbital gap (alpha / beta) is 7.413 / 6.465 eV. As for the total charge: +1. The HOMO energy (alpha / beta) is -10.29 / -11.59 eV. The value obtained for the energy above the lowest of the compared OMol25 structures with the same formula, charge and spin is 0.150 eV. For the molar mass, the calculation gives 886.85 g mol⁻¹. Its spin multiplicity is 5. The value obtained for the LUMO energy (alpha / beta) is -2.88 / -5.12 eV.